Record 1
Entry from the Open Molecules 2025 dataset: the molecule H2NO2P at a distorted geometry (wB97M-V/def2-TZVPD).

Geometry (Å):
N (-2.03092, 0.05234, 0.09302)
O (-2.52949, -0.92514, -0.36968)
O (-2.55318, 1.11877, 0.31383)
P (-0.12233, -0.37928, 0.77857)
H (-0.50289, -1.62506, 0.58530)
H (0.12369, -0.12512, -0.70716)

The orbital gap (alpha / beta) is 6.53 / 6.93 eV. Its spin multiplicity is 3. The value obtained for the maximum force is 4.92 eV/Å. For the energy relative to the best compared isomer or geometry (same formula, charge and spin), the calculation gives 4.226 eV. The charge is 0.

=====

Record 2
Entry from the Open Molecules 2025 dataset: the ion C4H5N2 with charge +1 at a distorted geometry (wB97M-V/def2-TZVPD).

Geometry (Å):
C (-2.01060, 0.25810, 0.44438)
C (0.37414, -0.03739, 0.07682)
C (-0.35547, -1.28035, -0.12800)
C (1.49501, 0.85733, -0.18357)
N (-0.78595, -0.04694, 0.69963)
N (-3.02061, 0.28621, -0.06515)
H (-0.98427, -1.44693, -1.00247)
H (0.05860, -2.11607, 0.37114)
H (2.37353, 0.34064, -0.69083)
H (1.70172, 1.25656, 0.87325)
H (1.15389, 1.92885, -0.39521)

The orbital gap is 9.58 eV. Its spin multiplicity is 1. The value obtained for the maximum force is 4.18 eV/Å. For the energy relative to the best compared isomer or geometry (same formula, charge and spin), the calculation gives 3.703 eV. The charge is +1. As for the SMILES: CC1=[N+](C#N)C1.

=====

Record 3
Entry from the Open Molecules 2025 dataset: a structure of composition C14H35N3O9Ti at a distorted geometry (wB97M-V/def2-TZVPD).

Geometry (Å):
Ti (17.47487, 4.73647, -24.51467)
O (20.33381, 5.78541, -27.02407)
C (20.45350, 5.25271, -25.77041)
O (19.77633, 4.24308, -25.39582)
O (21.34381, 5.75560, -25.05189)
H (21.10246, 6.33208, -26.84541)
O (18.23178, 2.60542, -20.89391)
C (18.88250, 3.02102, -21.92221)
O (19.90419, 2.40503, -22.17036)
O (18.63365, 4.13414, -22.44159)
H (18.77646, 1.81602, -20.85176)
C (14.16636, 4.51113, -21.59306)
C (14.43462, 5.20965, -22.84941)
C (13.57766, 6.57441, -22.67342)
O (14.05421, 7.48158, -21.66344)
C (13.08419, 8.47751, -21.56719)
N (15.83016, 5.39263, -22.91956)
H (14.22580, 5.23678, -20.78190)
H (14.83576, 3.66497, -21.43808)
H (13.19707, 4.01633, -21.53183)
H (14.06255, 4.63985, -23.70087)
H (12.51259, 6.36945, -22.56517)
H (13.66712, 7.08864, -23.63032)
H (13.32176, 9.44717, -21.12969)
H (12.55228, 8.05608, -20.71421)
H (12.29157, 8.45825, -22.31517)
H (16.32005, 4.91380, -22.17738)
H (16.04937, 6.36570, -22.76089)
C (14.43541, 1.14577, -25.63394)
C (15.39535, 2.06648, -24.88598)
C (15.78311, 1.37067, -23.51145)
O (14.61480, 1.00134, -22.70396)
C (14.82193, 0.69532, -21.37453)
N (16.59433, 2.45419, -25.59214)
H (14.10309, 1.45431, -26.62514)
H (13.58637, 0.81790, -25.03417)
H (14.79440, 0.15282, -25.90461)
H (14.70690, 2.88844, -24.68972)
H (16.20592, 2.12723, -22.85044)
H (16.55613, 0.60247, -23.53182)
H (15.63657, -0.02874, -21.38874)
H (14.01835, 0.24973, -20.78817)
H (15.34440, 1.45487, -20.79297)
H (16.34206, 2.72722, -26.53124)
H (17.31824, 1.77678, -25.78491)
C (15.11760, 6.28538, -26.50279)
C (16.38553, 6.33963, -27.44212)
C (16.77318, 7.73653, -28.04520)
O (17.93979, 7.56017, -28.88624)
C (18.18085, 8.71985, -29.74440)
N (17.40495, 5.83428, -26.57581)
H (14.14221, 6.48186, -26.94788)
H (15.15090, 6.72422, -25.50559)
H (14.89974, 5.26249, -26.19565)
H (16.21979, 5.64395, -28.26471)
H (17.04217, 8.48438, -27.29922)
H (15.84396, 8.10595, -28.47898)
H (17.22419, 8.84750, -30.25096)
H (19.08965, 8.70373, -30.34600)
H (18.31459, 9.63800, -29.17236)
H (17.51162, 6.46872, -25.79722)
H (18.22554, 6.00129, -27.14047)

The orbital gap (alpha / beta) is 5.16 / 3.88 eV. Its spin multiplicity is 5. The value obtained for the maximum force is 4.83 eV/Å. For the energy relative to the best compared isomer or geometry (same formula, charge and spin), the calculation gives 0.867 eV. The charge is 0.

=====

Record 4
Entry from the Open Molecules 2025 dataset: the molecule C5H6O (wB97M-V/def2-TZVPD).

Geometry (Å):
O (-2.34690, 1.42175, -0.14434)
C (-1.51711, 0.49999, 0.40668)
C (-0.65208, -0.25966, -0.25548)
C (0.43825, -1.04461, 0.42351)
C (1.70650, -0.42122, 0.00877)
C (2.61409, 0.25279, -0.40847)
H (-2.04054, 1.58192, -1.04775)
H (-1.63077, 0.44732, 1.48657)
H (-0.59449, -0.22429, -1.34374)
H (0.37450, -2.09783, 0.13362)
H (0.34402, -0.99390, 1.51610)
H (3.39784, 0.87295, -0.78475)

The orbital gap is 9.90 eV. Its spin multiplicity is 1. The value obtained for the maximum force is 0.50 eV/Å. For the energy relative to the best compared isomer or geometry (same formula, charge and spin), the calculation gives 2.339 eV. The charge is 0. As for the SMILES: C#CC/C=C/O.

=====

Record 5
Entry from the Open Molecules 2025 dataset: a cluster of 2 separate species, C5H11O2 in total at a distorted geometry (wB97M-V/def2-TZVPD).

Geometry (Å):
C (-0.45936, 0.80868, 1.95006)
C (-1.46558, -0.28247, 2.32637)
C (-1.04166, 1.84607, 1.01181)
O (-1.89676, 2.61170, 1.57213)
O (-0.71656, 1.84954, -0.19469)
H (-0.07814, 1.38519, 2.79913)
H (0.40893, 0.33097, 1.48135)
H (-2.16086, -0.46653, 1.50032)
H (-2.07263, 0.00966, 3.18006)
H (-0.93601, -1.23718, 2.38494)
C (1.98527, -1.15706, -2.04432)
C (0.59167, -0.61550, -2.48689)
H (2.11308, -2.23858, -2.16277)
H (2.74649, -0.62199, -2.62730)
H (2.15573, -1.01255, -0.97074)
H (0.78245, 0.31693, -3.02613)
H (-0.03166, -1.25773, -3.10415)
H (0.07560, -0.26914, -1.58916)

The orbital gap (alpha / beta) is 2.45 / 7.81 eV. Its spin multiplicity is 2. The value obtained for the maximum force is 1.66 eV/Å. For the energy relative to the best compared isomer or geometry (same formula, charge and spin), the calculation gives 0.674 eV. The charge is -2.

=====

Record 6
Entry from the Open Molecules 2025 dataset: a structure of composition C17H20ClNO2Os at a distorted geometry (wB97M-V/def2-TZVPD).

Geometry (Å):
Cl (3.48415, 0.76817, -1.83542)
C (-0.71469, 1.16410, -2.16517)
C (-1.09137, -0.18608, -2.42993)
C (-0.07195, -0.81030, -3.19077)
H (-2.02270, -0.66940, -2.13498)
C (0.94454, 0.17019, -3.50380)
C (0.53387, 1.40601, -2.86555)
H (1.02760, 2.35205, -2.99341)
H (-1.34307, 1.88226, -1.64834)
H (-0.04147, -1.82633, -3.57468)
C (2.03864, -0.04144, -4.48997)
Os (1.09651, -0.01057, -1.35277)
C (2.06930, -1.61398, -1.26250)
O (2.68485, -2.59849, -1.20917)
C (2.06233, 1.15224, -0.14064)
O (2.58000, 1.83416, 0.66591)
H (2.36712, -1.08052, -4.45729)
H (2.91775, 0.56248, -4.23906)
H (1.69901, 0.17707, -5.51042)
C (-1.67363, 1.19132, 3.52674)
N (-0.62592, 1.43807, 2.50337)
C (0.15937, 2.65966, 2.84249)
C (0.27647, 0.23348, 2.27057)
C (-0.42725, -0.87339, 1.55571)
C (-1.25749, -1.66556, 2.35632)
C (-2.04567, -2.66266, 1.80176)
C (-1.90947, -2.93781, 0.44409)
C (-0.96526, -2.24378, -0.32233)
C (-0.26140, -1.16430, 0.19414)
H (-1.17580, 0.78922, 4.41168)
H (-2.41742, 0.49474, 3.14299)
H (-2.14216, 2.14879, 3.76954)
H (-1.10462, 1.60753, 1.60333)
H (0.74058, 2.44305, 3.74098)
H (0.82862, 2.89109, 2.01487)
H (-0.54661, 3.47434, 3.01988)
H (1.10486, 0.60184, 1.68810)
H (0.66575, -0.07230, 3.25055)
H (-1.31729, -1.46526, 3.43439)
H (-2.76643, -3.18892, 2.43577)
H (-2.52104, -3.71948, -0.00584)
H (-0.83860, -2.61131, -1.34113)

The orbital gap (alpha / beta) is 4.84 / 5.01 eV. Its spin multiplicity is 5. The value obtained for the maximum force is 6.72 eV/Å. The charge is +2.

=====

Q: Which of these has the lowest maximum force?
A: C5H6O